{
  "formula": "C33H41BrF3MnN9O5",
  "method": "ωB97M-V/def2-TZVPD",
  "total_charge": 2,
  "homo_ev": [-12.3, -12.3],
  "relative_energy_kcal_mol": 10.5,
  "orbital_gap_ha": [0.25167, 0.24835],
  "multiplicity": 6,
  "symbols": ["Mn", "C", "N", "C", "C", "O", "C", "O", "C", "C", "O", "N", "C", "C", "H", "H", "H", "H", "H", "H", "H", "H", "H", "H", "H", "H", "H", "H", "H", "H", "C", "O", "C", "C", "C", "Br", "C", "C", "C", "O", "C", "N", "C", "C", "C", "C", "C", "C", "N", "H", "H", "H", "H", "H", "H", "H", "H", "H", "H", "H", "C", "C", "C", "C", "N", "C", "N", "N", "N", "H", "H", "H", "H", "H", "H", "H", "H", "H", "H", "F", "C", "F", "F", "C", "C", "C", "N", "C", "C", "H", "H", "H", "H"],
  "coordinates": [[-0.7470, -0.8807, 0.4977], [-5.8389, -1.7083, 2.1079], [-4.7785, -1.9427, 1.0956], [-5.2050, -2.6325, -0.1400], [-3.5189, -1.4833, 1.1822], [-2.5954, -1.8836, 0.4529], [-3.2543, -0.3689, 2.1829], [-1.8353, -0.2220, 2.4956], [-1.2898, -0.8529, 3.6837], [-0.0273, -1.6907, 3.3247], [0.1598, -1.9812, 2.1003], [0.7670, -2.1337, 4.2969], [1.7534, -3.1838, 3.9811], [0.7502, -1.6608, 5.6900], [-6.7132, -2.2836, 1.8218], [-6.0831, -0.6460, 2.1896], [-5.5148, -1.9980, 3.1034], [-5.6673, -3.5918, 0.0674], [-4.3291, -2.8248, -0.7613], [-5.9480, -2.0367, -0.7126], [-3.8517, -0.4250, 3.1030], [-3.4791, 0.5701, 1.6751], [-2.0532, -1.5689, 4.0319], [-1.0690, -0.0853, 4.4184], [1.7334, -3.3525, 2.9191], [1.5119, -4.0862, 4.5183], [2.7596, -2.8467, 4.2537], [-0.2457, -1.3066, 5.9752], [1.4386, -0.7924, 5.8109], [1.0630, -2.4394, 6.3864], [-1.1461, -4.4524, -0.0500], [-0.4069, -3.2486, -0.3943], [0.7441, -3.5244, -1.1009], [1.0705, -4.7362, -1.6694], [2.2357, -4.7558, -2.4316], [2.8525, -6.4073, -3.0681], [2.9370, -3.6135, -2.7810], [2.6113, -2.3935, -2.1260], [1.5221, -2.3685, -1.2813], [0.9349, -1.1984, -0.8103], [3.3635, -1.2195, -2.4453], [4.1226, -1.2125, -3.5117], [4.7114, 0.0402, -3.5531], [5.6114, 0.5860, -4.4509], [6.2443, 1.7952, -4.1423], [5.9179, 2.4964, -2.9813], [4.9937, 1.9759, -2.0618], [4.3857, 0.7536, -2.3752], [3.4548, -0.0600, -1.6716], [-0.5811, -5.0782, 0.6898], [-1.3989, -5.0270, -0.9541], [-2.0585, -4.1255, 0.4578], [0.4691, -5.6301, -1.4664], [3.7168, -3.6077, -3.5363], [1.4427, -0.4279, -1.1426], [5.8266, 0.0340, -5.3621], [6.9612, 2.2126, -4.8395], [6.3705, 3.4734, -2.8109], [4.7741, 2.4545, -1.0798], [3.5468, -0.1206, -0.6592], [-3.6553, 4.7676, -1.3548], [-2.9069, 4.5404, -2.6422], [-1.4163, 4.9428, -2.6083], [-3.0998, 3.1936, -3.2893], [-2.6479, 2.0632, -2.5279], [-2.0358, 0.9027, -2.8663], [-1.9415, 0.1497, -1.7981], [-2.5395, 0.8137, -0.7820], [-2.9544, 1.9508, -1.1977], [-3.6584, 5.8424, -1.1004], [-3.2751, 4.1764, -0.5147], [-4.6898, 4.4906, -1.5100], [-3.3563, 5.2319, -3.4121], [-0.8221, 4.2548, -1.9911], [-1.2852, 5.9452, -2.1638], [-0.9940, 5.0124, -3.6285], [-2.5273, 3.0643, -4.2459], [-4.1612, 3.0522, -3.5444], [-1.6526, 0.5905, -3.8289], [2.9490, 5.1312, 2.2345], [3.0398, 3.8588, 2.7492], [2.7615, 3.9539, 4.0713], [4.3663, 3.5179, 2.6583], [2.1854, 2.8770, 2.0478], [0.8390, 3.1095, 1.7145], [0.0694, 2.0703, 1.1797], [0.5502, 0.8398, 0.9642], [1.7923, 0.5831, 1.3930], [2.6629, 1.5815, 1.8134], [0.3826, 4.0907, 1.8792], [-0.9861, 2.1970, 0.9653], [2.1421, -0.4533, 1.2874], [3.7431, 1.3822, 1.9065]]
}

---

{
  "formula": "C33H42BrCl8FMgN3O10S",
  "method": "ωB97M-V/def2-TZVPD",
  "total_charge": 1,
  "homo_ev": -8.3,
  "orbital_gap_ha": 0.09373,
  "symbols": ["C", "C", "O", "O", "C", "O", "C", "C", "Br", "C", "O", "S", "O", "O", "O", "H", "H", "H", "H", "H", "H", "H", "C", "C", "N", "H", "H", "H", "Cl", "C", "C", "O", "C", "O", "O", "C", "H", "H", "H", "H", "H", "H", "H", "H", "C", "N", "C", "C", "C", "C", "C", "C", "C", "C", "N", "C", "C", "C", "H", "H", "H", "H", "H", "H", "H", "H", "H", "H", "H", "H", "H", "H", "C", "C", "C", "C", "C", "C", "H", "H", "H", "H", "H", "H", "Cl", "C", "C", "Cl", "H", "H", "H", "H", "Cl", "Mg", "C", "Cl", "Cl", "Cl", "Cl", "F"],
  "coordinates": [[-4.4003, -7.8317, 2.5188], [-3.5206, -6.5082, 2.2110], [-3.9014, -5.3346, 2.5449], [-2.3024, -6.7654, 1.4858], [-1.5822, -5.5387, 1.2728], [-0.6526, -5.2810, 2.0743], [-2.0259, -4.6081, 0.0553], [-0.8544, -4.2479, -0.9744], [0.8632, -5.3039, -0.8660], [-0.3591, -2.7007, -1.0799], [0.6434, -2.8037, -2.1681], [-0.2789, -3.6480, -3.3314], [0.4889, -4.6776, -4.1367], [-0.9613, -2.7483, -4.3456], [-1.3311, -4.5636, -2.3353], [-3.7260, -8.5040, 3.1483], [-4.4985, -8.3569, 1.4915], [-5.4075, -7.5867, 2.9911], [-2.5806, -3.6540, 0.4019], [-2.8108, -5.2089, -0.5478], [-1.2389, -2.2289, -1.6489], [0.0227, -2.2017, -0.1307], [0.1292, 0.3196, -3.8005], [-1.0753, 0.3246, -2.9077], [-2.0246, 0.3282, -2.2042], [1.0119, 0.0237, -3.2307], [-0.0182, -0.3863, -4.6201], [0.2892, 1.3166, -4.2143], [-5.4707, -4.4267, 1.8728], [4.1769, 0.0599, 1.4021], [4.8324, -0.6905, 2.5451], [3.8545, -1.4137, 3.2995], [3.4275, -2.5540, 2.7328], [3.7980, -3.0020, 1.6740], [2.4917, -3.0948, 3.5291], [1.8823, -4.2629, 2.9793], [3.3630, 0.6908, 1.7699], [4.9040, 0.6870, 0.8802], [3.7400, -0.6332, 0.6781], [5.2978, 0.0198, 3.2326], [5.6223, -1.3567, 2.1881], [2.6297, -5.0006, 2.6800], [1.2549, -3.9845, 2.1318], [1.2493, -4.7070, 3.7478], [3.1673, 10.8287, -7.8961], [2.9939, 9.6172, -7.0692], [2.8036, 8.4279, -7.6778], [2.6790, 7.2661, -6.9313], [2.7559, 7.3163, -5.5375], [2.9294, 8.5645, -4.9459], [3.0449, 9.7026, -5.7268], [2.6872, 6.1057, -4.6997], [3.7343, 5.7861, -3.8360], [3.6523, 4.6774, -3.0083], [2.5515, 3.8894, -3.0268], [1.5318, 4.1568, -3.8679], [1.5796, 5.2548, -4.7121], [2.4445, 2.7320, -2.1130], [2.2917, 10.9291, -8.5383], [4.0751, 10.6985, -8.4870], [3.2626, 11.7040, -7.2554], [2.7658, 8.4216, -8.7612], [2.5456, 6.3221, -7.4525], [2.9778, 8.6676, -3.8495], [3.1869, 10.6827, -5.2841], [4.6303, 6.3998, -3.7974], [4.4664, 4.4188, -2.3186], [0.6792, 3.4881, -3.8426], [0.7316, 5.4507, -5.3610], [2.2808, 1.8376, -2.7138], [1.6019, 2.9168, -1.4435], [3.3620, 2.6291, -1.5362], [1.0360, -3.1935, 7.8013], [1.8347, -3.0692, 6.6684], [3.2005, -2.8403, 6.8009], [3.7701, -2.7454, 8.0675], [2.9721, -2.8734, 9.2004], [1.6046, -3.0931, 9.0678], [-0.0298, -3.3686, 7.6976], [1.3922, -3.1499, 5.6818], [3.8214, -2.7368, 5.9175], [4.8360, -2.5717, 8.1711], [3.4166, -2.8009, 10.1877], [0.9819, -3.1873, 9.9510], [-9.8408, -0.5719, 0.7968], [-8.1296, -0.7688, 1.2274], [-7.4325, -1.7632, 0.3264], [-8.0079, -3.4265, 0.6009], [-8.0763, -1.0681, 2.2755], [-7.6612, 0.2141, 1.1302], [-6.3599, -1.7595, 0.5300], [-7.5788, -1.5242, -0.7286], [3.8336, 9.5139, -2.3794], [4.4466, 4.3883, -0.2880], [-9.0691, -2.4373, 5.2775], [-8.4016, -2.0463, 6.8780], [-10.3993, -3.5990, 5.4584], [-9.6780, -0.9551, 4.5116], [-7.7942, -3.1506, 4.2629], [-11.0515, -2.2623, 1.6003]]
}